No. 1
149
Properties=species:S:1:pos:R:3:forces:R:3:lowdin_charge:R:1 method="wB97M-V/def2-TZVPD" orbital_gap_ha=0.2689 lumo_ev=-3.723 charge=+1 homo_ev=-11.04 spin_multiplicity=1
C -3.77793 0.33538 2.09812 -1.4 1.1 1.3 -0.126
O -2.34027 0.14822 2.32123 -0.6 -0.5 -2.5 -0.248
C -1.60116 -0.13301 1.08188 -0.3 -0.9 -0.1 -0.160
C -0.40473 0.99173 0.75184 -0.4 -0.6 0.5 -0.310
C 0.07178 1.64687 2.15368 1.0 0.5 1.1 -0.068
C 0.71596 0.62898 3.25995 1.8 1.1 4.2 -0.273
C 1.00032 -0.97360 3.09017 -1.0 0.1 0.5 -0.059
N 1.10675 1.20655 4.47448 -1.8 -2.4 -5.3 0.078
C 0.54971 0.21649 -0.28726 0.7 -1.2 -1.8 -0.191
C 2.13790 0.37548 -0.43869 1.7 -0.3 0.2 -0.136
C 2.93209 1.50509 0.39428 1.1 0.5 0.7 -0.248
C 2.69877 3.06394 -0.06211 -0.6 -0.8 0.2 -0.548
S 3.82027 4.17016 0.99832 -0.8 -0.4 0.0 0.629
N 0.04022 0.65929 -1.67881 0.1 1.9 0.2 -0.063
C -1.02847 -0.19690 -2.30895 -2.4 0.6 -1.4 -0.170
C -0.60464 -0.62265 -3.82857 0.4 0.0 0.7 -0.202
C 0.73129 -1.58649 -3.70330 -1.8 -0.6 -0.2 -0.472
Cl 2.15607 -0.78354 -4.62430 -1.6 -0.8 0.8 0.537
C -0.20174 2.14136 -1.52871 -0.9 -1.5 1.4 -0.124
N 0.06616 3.21163 -2.37621 -0.1 -2.8 2.0 -0.039
C 0.69823 2.94426 -3.74238 1.8 -0.1 -1.5 -0.124
C 2.12969 3.74749 -3.97448 1.1 0.4 0.4 -0.161
C 3.39942 2.70825 -4.30264 -0.8 0.5 0.3 -0.170
C 4.83438 3.50089 -4.31491 -1.1 1.0 -2.1 -0.182
O 5.45492 3.69550 -2.99677 2.1 -2.9 -1.0 -0.104
C 6.68288 2.90518 -2.82692 4.7 -1.3 -2.4 -0.281
C 6.88945 2.09800 -1.37746 0.5 1.8 -0.1 -0.011
O 7.69100 2.79379 -3.69498 -7.0 1.2 4.7 -0.015
C -0.19859 4.66630 -2.00343 -0.6 1.4 1.2 -0.191
C -1.38279 5.35270 -2.90065 1.3 1.6 0.4 -0.703
C -0.70424 6.24130 -4.12463 -0.7 0.7 0.3 -0.170
I -2.84918 3.91481 -3.66534 0.5 0.8 0.1 0.824
N -0.79281 2.19776 -0.10518 0.5 1.5 -2.4 -0.357
S -2.48816 2.56143 -0.24425 -0.2 0.6 0.2 0.791
H -3.95405 1.51267 2.02514 0.1 -2.7 -0.2 0.085
H -4.23349 -0.26070 1.20132 1.1 1.2 1.4 0.095
H -4.38650 -0.01590 3.06363 1.7 0.6 -2.0 0.120
H -2.32827 -0.28697 0.14920 1.5 0.6 2.0 0.108
H -1.10913 -1.21048 1.24541 -0.7 2.5 -0.4 0.138
H -0.81962 2.21966 2.70745 1.7 -1.6 -1.5 0.141
H 0.88517 2.50445 1.98033 -1.8 -2.1 0.2 0.115
H 0.97013 -1.36058 1.98295 0.4 0.8 2.2 0.064
H 1.99334 -1.23569 3.66281 -1.9 0.6 -1.5 0.098
H 0.13544 -1.55211 3.67364 1.7 1.3 -1.3 0.109
H 1.50469 0.47996 5.11122 -0.4 0.5 -0.9 0.045
H 0.39849 -0.97234 -0.30330 -0.1 2.8 0.4 0.156
H 2.38162 0.54544 -1.59592 -0.7 -0.3 2.5 0.119
H 2.64197 -0.67792 -0.18781 -1.1 2.3 -0.3 0.122
H 2.78976 1.47337 1.57831 0.1 -0.2 -2.6 0.110
H 4.10131 1.30195 0.24138 -2.6 0.4 0.3 0.117
H 1.60096 3.46738 0.12793 2.2 -1.1 -0.7 0.055
H 3.01670 3.15763 -1.20000 -0.6 0.2 2.5 0.072
H 3.17880 4.18873 2.25226 0.3 -0.4 -1.5 -0.116
H -1.34210 -1.12791 -1.63136 1.2 2.0 -1.5 0.139
H -2.02643 0.44988 -2.39901 1.9 -1.4 0.2 0.126
H -1.50023 -1.10789 -4.41460 1.8 0.6 1.5 0.126
H -0.34482 0.31707 -4.44896 -0.3 -1.5 1.2 0.079
H 1.03484 -1.78653 -2.58632 -0.4 0.6 -2.3 0.085
H 0.42484 -2.61341 -4.19752 1.2 2.1 0.9 0.104
H -0.01012 3.22223 -4.62820 0.9 -0.5 2.0 0.105
H 1.01976 1.83379 -3.86030 -1.1 1.8 0.7 0.086
H 2.05624 4.52263 -4.86913 0.0 -1.6 1.9 0.127
H 2.48260 4.34853 -3.01389 -1.0 -1.2 -1.9 0.108
H 3.17770 2.27852 -5.37192 0.7 0.6 2.1 0.123
H 3.38805 1.84840 -3.50456 0.1 1.5 -1.6 0.094
H 5.51217 2.98501 -5.11679 -0.9 0.9 2.0 0.141
H 4.60462 4.59392 -4.73607 0.6 -2.3 0.9 0.148
H 6.19566 1.16144 -1.27147 1.3 1.9 -0.3 0.077
H 8.04838 1.83334 -1.29841 -2.8 0.4 -0.5 0.108
H 6.70341 2.89503 -0.51352 0.0 -1.9 -1.8 0.091
H -0.50568 4.79726 -0.85681 0.8 -0.9 -2.5 0.135
H 0.76688 5.35781 -2.12779 -1.9 -2.0 0.1 0.141
H -1.96649 6.09150 -2.17093 1.3 -1.7 -1.7 0.105
H -0.55101 5.62680 -5.11130 -0.4 1.2 2.0 0.075
H 0.32877 6.70541 -3.78392 -2.1 -1.1 -0.6 0.092
H -1.43533 7.16392 -4.30508 1.6 -2.1 0.1 0.101
H -2.66246 3.93561 0.01080 0.8 -1.2 0.1 -0.075
C 4.96850 -2.04279 -3.35246 0.2 0.0 0.3 -0.088
C 5.79311 -2.86396 -4.12104 0.2 -0.3 0.3 -0.045
C 6.56547 -3.85034 -3.50558 -0.2 0.2 -0.2 0.016
C 6.52247 -4.00836 -2.11502 -0.2 0.4 -0.5 -0.081
C 5.71672 -3.17116 -1.34431 -0.2 0.3 -0.5 -0.084
C 4.92884 -2.19343 -1.96559 0.1 0.0 -0.4 -0.001
C 5.70125 -3.29610 0.12750 -0.6 0.7 0.7 -0.280
O 4.99104 -2.56341 0.80499 0.2 -0.2 -0.3 0.077
C 6.56007 -4.31016 0.77108 0.2 -0.2 0.5 -0.089
C 6.59894 -4.40079 2.16862 0.2 -0.2 0.2 0.005
C 7.39829 -5.36586 2.78505 -0.2 0.2 -0.3 -0.053
C 8.15177 -6.24689 2.00985 -0.1 0.1 -0.3 -0.050
C 8.11928 -6.15523 0.61759 0.0 0.0 0.3 0.013
C 7.32912 -5.17824 -0.00248 0.2 -0.3 0.5 -0.085
C 7.32921 -5.06610 -1.47448 0.9 -1.1 -0.8 -0.275
O 7.99472 -5.83702 -2.15638 -0.5 0.6 0.5 0.106
H 4.35956 -1.28013 -3.83295 0.3 -0.3 0.2 0.009
H 5.83361 -2.73812 -5.20071 0.0 0.0 0.2 0.112
H 7.20295 -4.49118 -4.11250 -0.1 0.1 0.3 0.126
H 4.28699 -1.54517 -1.37159 0.2 -0.2 0.0 0.087
H 6.01123 -3.71882 2.78109 0.1 -0.1 -0.3 0.119
H 7.43102 -5.43106 3.87047 0.0 0.0 -0.2 0.110
H 8.76893 -7.00346 2.48958 -0.1 0.1 -0.1 0.112
H 8.71398 -6.84330 0.01903 -0.2 0.3 0.0 0.125
C -8.79621 4.18907 7.11577 0.3 0.0 -0.1 -0.055
C -8.68994 3.52500 8.33754 0.4 -0.1 0.0 -0.053
C -7.45489 3.02817 8.75717 -0.3 0.1 -0.1 0.009
C -6.32406 3.18519 7.94659 -0.6 0.1 0.1 -0.086
C -6.43537 3.82745 6.71401 -0.6 0.1 0.1 -0.088
C -7.67220 4.34098 6.30262 -0.2 -0.1 0.2 0.005
C -5.25974 3.95499 5.82875 -0.2 0.6 -1.1 -0.282
O -5.35588 4.52217 4.74741 0.1 -0.3 0.5 0.086
C -3.96963 3.38180 6.26135 0.6 -0.2 -0.1 -0.088
C -2.86100 3.44455 5.40703 0.3 -0.2 0.2 -0.001
C -1.63368 2.91677 5.81379 -0.4 0.2 -0.1 -0.066
C -1.50771 2.33487 7.07490 -0.4 0.0 0.1 -0.053
C -2.61184 2.26598 7.92577 0.3 0.0 -0.2 0.011
C -3.84772 2.78195 7.51383 0.6 -0.1 -0.1 -0.085
C -5.01826 2.67222 8.40667 0.1 -0.7 1.4 -0.277
O -4.90953 2.15681 9.51334 0.0 0.3 -0.8 0.101
H -9.75682 4.58438 6.79286 0.2 -0.1 0.0 0.109
H -9.56862 3.39547 8.96550 0.2 0.0 -0.1 0.110
H -7.37843 2.51541 9.71457 0.2 0.1 -0.3 0.123
H -7.76387 4.85560 5.34773 0.2 -0.2 0.2 0.120
H -2.95008 3.90004 4.42204 -0.2 0.0 0.3 0.113
H -0.77547 2.96187 5.14677 -0.1 -0.1 0.2 0.076
H -0.54998 1.93015 7.39488 -0.2 0.1 -0.1 0.107
H -2.50714 1.80585 8.90694 -0.2 0.1 -0.2 0.123
C -4.74145 -5.38374 -6.47047 0.1 0.2 0.3 -0.053
C -5.18106 -6.65923 -6.11707 0.0 0.0 0.4 -0.047
C -5.35176 -6.99127 -4.77212 0.0 0.1 -0.3 0.014
C -5.07025 -6.04834 -3.77608 0.0 -0.2 -0.6 -0.084
C -4.60726 -4.78123 -4.12852 0.0 -0.1 -0.5 -0.089
C -4.45347 -4.44410 -5.47960 0.0 -0.2 -0.2 0.003
C -4.25993 -3.79531 -3.08478 0.3 1.0 -0.4 -0.279
O -3.85654 -2.68080 -3.39362 0.0 -0.3 0.2 0.071
C -4.39733 -4.17472 -1.66449 0.1 0.2 0.6 -0.085
C -4.01679 -3.27018 -0.66457 0.0 -0.2 0.4 -0.005
C -4.15597 -3.61597 0.68131 0.0 0.0 -0.4 -0.060
C -4.68281 -4.85876 1.03173 -0.1 -0.2 -0.3 -0.047
C -5.05749 -5.76396 0.03771 0.1 0.2 0.2 0.018
C -4.90513 -5.42457 -1.31319 0.1 0.2 0.7 -0.079
C -5.27083 -6.40255 -2.35684 -0.6 -1.6 0.3 -0.274
O -5.72959 -7.49680 -2.04969 0.4 0.8 -0.2 0.109
H -4.61719 -5.12192 -7.51896 0.0 0.0 0.2 0.110
H -5.39335 -7.39567 -6.88893 0.0 0.1 0.2 0.113
H -5.70027 -7.98725 -4.50390 0.1 0.3 0.1 0.126
H -4.10546 -3.45226 -5.76277 -0.1 -0.2 0.2 0.118
H -3.60755 -2.29660 -0.92965 -0.2 -0.2 -0.1 0.095
H -3.85498 -2.91413 1.45609 -0.1 -0.1 -0.1 0.098
H -4.79811 -5.12558 2.08003 0.0 0.0 -0.2 0.113
H -5.46348 -6.73427 0.31888 0.1 0.2 -0.3 0.127

***

No. 2
153
Properties=species:S:1:pos:R:3:forces:R:3:lowdin_spin:R:1 method="wB97M-V/def2-TZVPD" orbital_gap_ha="0.2364 / 0.2304" lumo_ev="-0.713 / -0.945" s_squared=8.7726 charge=0 homo_ev="-7.15 / -7.22" relative_energy_kcal_mol=0.0 spin_multiplicity=6
Fe 1.33814 0.38594 2.16448 0.0 -0.1 -1.7 3.663
C 5.15153 -1.45000 3.18834 0.4 0.2 -0.1 0.001
C 6.05414 -0.48688 2.74641 -0.2 -0.4 0.1 0.007
C 5.56319 0.70593 2.26646 -0.2 0.4 -0.2 0.000
C 4.18758 0.93922 2.26555 0.3 -0.9 0.5 0.008
N 3.32464 0.02465 2.74816 1.2 0.4 -0.2 0.032
C 3.80996 -1.15101 3.15627 -0.4 0.0 0.2 0.011
C 3.59758 2.14269 1.69079 -0.5 0.9 -0.6 0.007
C 4.29520 3.34532 1.60401 0.2 -0.5 0.2 0.002
C 3.68620 4.44290 1.03707 -0.4 0.2 -0.2 0.002
C 2.39092 4.31162 0.55800 0.5 0.1 0.1 0.002
C 1.74963 3.09758 0.71164 -0.3 -0.1 -0.2 0.007
N 2.32206 2.03061 1.26335 0.8 0.7 0.6 0.042
H 5.48994 -2.40987 3.54987 -0.1 0.0 0.0 0.000
H 7.11616 -0.69114 2.75496 0.0 0.1 0.0 0.000
H 6.22818 1.45425 1.85833 0.0 0.0 0.0 0.000
H 3.07357 -1.87470 3.48601 0.0 0.0 0.0 0.003
H 5.29393 3.41021 2.01429 0.0 0.0 0.0 0.000
H 4.20074 5.39295 0.97359 0.0 0.0 0.0 0.000
H 1.87816 5.13518 0.08481 0.1 -0.2 0.1 0.000
H 0.72848 2.97847 0.37703 0.0 -0.1 0.1 0.001
C 1.50347 6.07582 -2.28454 0.0 -0.1 0.0 0.000
C 0.26744 5.26559 -1.99499 0.0 0.1 0.0 0.000
C -0.26753 4.43467 -2.97231 0.0 0.0 0.0 0.000
C -1.38721 3.65440 -2.72629 -0.1 0.1 0.0 0.000
C -1.97190 2.79085 -3.81007 0.0 0.0 0.0 0.000
C -1.97463 3.68879 -1.45220 0.1 0.2 -0.1 0.000
C -1.45598 4.52247 -0.45806 -0.1 -0.1 0.1 0.000
C -2.06715 4.56374 0.91759 0.1 0.0 0.0 0.003
C -0.34305 5.30672 -0.75008 -0.2 0.1 -0.1 0.000
C -3.22176 2.90822 -1.21150 -0.1 0.0 0.0 0.002
C -4.43296 3.52012 -1.52290 0.0 0.0 0.0 0.000
C -5.62705 2.83739 -1.37058 0.0 0.0 0.0 0.001
C -5.61435 1.53595 -0.90143 0.1 0.0 0.0 0.000
C -4.41553 0.90537 -0.56726 -0.1 0.1 -0.1 0.002
C -3.20928 1.59688 -0.72649 0.5 -0.2 0.1 0.009
Ge -1.46264 0.73816 -0.28236 0.1 -0.3 -0.1 0.026
S -0.81631 1.07521 1.80629 -1.6 0.5 -0.5 0.131
S 0.24678 1.25172 -1.69816 0.0 -0.4 0.1 0.004
Ge 0.73944 -0.93632 -1.35299 -0.4 0.1 0.2 0.017
S 1.89141 -1.17793 0.48600 0.3 -0.6 -0.4 0.096
S -1.41015 -1.46398 -0.83198 0.3 0.5 -0.1 0.005
C 1.52448 -1.86012 -2.93167 -0.1 0.4 0.4 0.006
C 0.97224 -3.05252 -3.40560 0.0 0.1 0.0 0.001
C 1.51771 -3.65446 -4.53785 0.0 -0.1 0.0 0.000
C 2.60362 -3.09563 -5.18582 0.0 0.0 0.0 0.000
C 3.16292 -1.92492 -4.70175 0.0 0.0 0.0 0.000
C 2.63667 -1.29677 -3.57715 -0.2 -0.1 0.0 0.001
C 3.28000 -0.02549 -3.13364 0.1 0.1 0.0 0.000
C 4.32885 -0.04068 -2.21074 -0.1 0.0 0.0 0.001
C 4.83544 -1.31874 -1.59623 0.0 0.0 -0.1 0.002
C 4.98066 1.15557 -1.91342 0.0 0.0 0.0 0.000
C 4.63269 2.34703 -2.52984 0.1 0.0 0.1 0.000
C 5.42243 3.60870 -2.30122 -0.1 -0.1 0.0 0.000
C 3.57430 2.34400 -3.43178 0.0 0.0 0.0 0.000
C 2.89996 1.17629 -3.75183 0.0 0.0 0.0 0.000
C 1.79949 1.19376 -4.77929 0.0 0.0 0.1 0.000
C -0.17790 -3.73021 -2.74165 -0.1 -0.2 0.0 0.000
C -1.46271 -3.59156 -3.27921 0.0 0.0 -0.1 0.000
C -1.71493 -2.64312 -4.42141 0.1 -0.1 0.1 0.000
C -2.51040 -4.31530 -2.72520 0.0 -0.1 0.0 0.000
C -2.31179 -5.16452 -1.64570 0.0 0.0 0.0 0.000
C -3.42952 -6.01182 -1.10048 0.1 0.0 0.0 0.000
C -1.03887 -5.25654 -1.10067 0.0 0.0 0.0 0.000
C 0.03820 -4.56087 -1.63569 0.0 -0.1 -0.1 0.000
C 1.41032 -4.73598 -1.04138 0.0 0.1 0.0 0.002
C -4.52689 -0.47694 -0.01884 0.0 -0.1 0.0 0.000
C -4.62731 -1.57981 -0.87158 0.0 0.1 0.0 0.000
C -4.46903 -1.46122 -2.36484 0.0 -0.1 0.1 0.000
C -4.87759 -2.83443 -0.32167 0.0 0.0 0.0 0.000
C -5.03645 -3.01174 1.04306 0.0 -0.1 0.0 0.000
C -5.35440 -4.36268 1.62726 0.1 0.1 0.0 0.000
C -4.93009 -1.90252 1.87398 0.0 0.0 0.0 0.000
C -4.69040 -0.63582 1.36577 0.0 0.1 0.0 0.000
C -4.67352 0.56374 2.27565 0.1 0.0 0.0 0.001
H 1.45312 6.53062 -3.27399 0.0 0.0 0.0 0.000
H 2.38454 5.42704 -2.26380 0.0 0.0 0.0 0.000
H 1.64458 6.86731 -1.54791 0.0 0.0 0.0 0.000
H 0.19924 4.39958 -3.95174 0.0 0.0 0.0 0.000
H -1.35540 2.82784 -4.70784 0.0 0.0 0.0 0.000
H -2.98256 3.11885 -4.06286 0.0 0.0 0.0 0.000
H -2.03796 1.75170 -3.48337 0.0 0.0 0.0 0.000
H -3.15343 4.49329 0.87400 0.0 0.0 0.0 0.000
H -1.79083 5.48181 1.43678 0.0 0.0 0.0 0.000
H -1.71201 3.71595 1.51127 0.0 0.0 0.0 0.003
H 0.04026 5.97881 0.01220 -0.1 0.0 0.0 0.000
H -4.42908 4.54164 -1.88597 0.0 0.0 0.0 0.000
H -6.56556 3.31695 -1.61997 0.0 0.0 0.0 0.000
H -6.53935 0.98560 -0.77477 0.0 0.0 0.0 0.000
H 1.08347 -4.58158 -4.89447 0.0 0.0 0.0 0.000
H 3.01717 -3.57616 -6.06374 0.0 0.0 0.0 0.000
H 4.02031 -1.48221 -5.19594 0.0 0.0 0.0 0.000
H 4.07644 -2.09704 -1.59145 0.0 0.0 0.0 0.001
H 5.14971 -1.14339 -0.56740 0.0 0.0 0.0 0.000
H 5.69878 -1.68574 -2.16013 0.0 0.0 0.0 0.000
H 5.80812 1.13610 -1.20912 0.0 0.0 0.0 0.000
H 6.09664 3.50427 -1.45129 0.0 0.0 0.0 0.000
H 4.75912 4.45514 -2.11927 0.0 0.1 0.0 0.000
H 6.02109 3.83897 -3.18522 0.0 0.0 0.0 0.000
H 3.28627 3.27097 -3.91880 0.0 0.0 0.0 0.000
H 1.55411 2.21924 -5.05468 0.0 0.0 0.0 0.000
H 0.89895 0.71723 -4.39059 0.0 0.0 0.0 0.000
H 2.09833 0.64897 -5.67757 0.0 0.0 0.0 0.000
H -1.44218 -1.62453 -4.13018 0.0 0.0 0.0 0.000
H -2.76646 -2.65289 -4.70637 0.0 0.0 0.0 0.000
H -1.11434 -2.90312 -5.29377 0.0 0.0 0.0 0.000
H -3.50437 -4.21898 -3.15115 0.0 0.0 0.0 0.000
H -4.39429 -5.70280 -1.50274 0.0 -0.1 0.0 0.000
H -3.46441 -5.95199 -0.01256 -0.1 0.0 0.0 0.000
H -3.27235 -7.05839 -1.37083 0.0 0.0 0.0 0.000
H -0.87419 -5.90341 -0.24443 0.0 0.0 0.0 0.000
H 1.45193 -5.64623 -0.44339 0.0 0.0 0.0 0.000
H 1.66154 -3.89448 -0.39037 0.0 0.0 0.0 0.002
H 2.17384 -4.79018 -1.81877 0.0 0.0 0.0 0.000
H -4.48498 -0.42511 -2.69532 0.0 0.0 -0.1 0.000
H -5.26700 -2.00528 -2.87434 0.0 0.0 0.0 0.000
H -3.51715 -1.90559 -2.66500 -0.1 0.1 0.1 0.000
H -4.96250 -3.68854 -0.98572 0.0 0.1 0.0 0.000
H -5.68032 -5.05754 0.85452 0.0 0.0 0.0 0.000
H -6.14509 -4.27850 2.37398 0.0 0.0 0.0 0.000
H -4.47604 -4.78494 2.12265 0.0 0.0 0.0 0.000
H -5.06650 -2.02884 2.94368 0.0 0.0 0.0 0.000
H -4.99099 0.28807 3.28002 0.0 0.0 0.0 0.000
H -5.33979 1.34193 1.89911 0.0 0.0 0.1 0.000
H -3.67106 0.99403 2.33364 0.0 0.0 0.0 0.001
C -0.07909 -3.17833 5.42942 -0.1 0.2 -0.1 0.028
Si -0.89331 -1.98191 4.20010 -0.1 -0.3 0.0 0.072
C -2.43713 -1.24123 4.98850 0.2 0.0 -0.1 0.006
C -1.26603 -2.88623 2.59942 0.0 0.1 0.2 0.002
C 0.38886 -0.67015 3.86178 0.7 0.5 0.2 0.606
Si 0.98218 0.70987 4.97756 -0.3 0.1 1.8 0.084
C -0.33726 1.00484 6.30325 0.0 -0.1 -0.3 0.004
C 1.34779 2.44855 4.30103 0.0 -0.3 -0.4 0.021
C 2.51219 0.19445 5.99060 -0.2 0.0 -0.3 0.023
H -0.78978 -3.93447 5.77069 0.0 0.0 0.0 0.004
H 0.28560 -2.63492 6.30475 0.0 0.0 0.0 0.000
H 0.77027 -3.69296 4.97462 0.0 0.0 0.0 0.000
H -3.31500 -1.85992 4.79432 0.0 -0.1 0.0 0.001
H -2.62586 -0.24670 4.58230 -0.1 0.0 -0.1 0.000
H -2.32394 -1.14868 6.07020 0.0 0.0 0.0 0.000
H -1.85137 -3.79519 2.76642 0.0 0.0 0.1 0.000
H -0.34173 -3.16510 2.08603 0.0 0.0 0.0 0.000
H -1.83334 -2.25327 1.91767 0.0 0.1 -0.1 0.000
H 1.09713 -1.05203 3.09017 -0.4 -1.0 0.5 0.029
H -1.28104 1.34702 5.87411 0.0 0.0 0.0 0.000
H 0.00624 1.76566 7.00755 0.1 0.0 0.0 0.000
H -0.53498 0.09217 6.86946 0.0 0.0 0.0 0.000
H 0.67345 2.73316 3.49155 0.0 0.1 0.0 0.001
H 2.37412 2.55695 3.95569 0.1 0.1 0.0 0.000
H 1.20461 3.16552 5.11165 0.0 -0.1 0.1 0.004
H 2.36341 -0.78901 6.44289 0.0 0.0 0.0 0.000
H 2.65656 0.91452 6.79974 0.0 0.0 0.0 0.003
H 3.43089 0.16048 5.40882 0.1 0.0 0.0 0.000